1.
{"formula": "C4H7NO", "method": "ωB97M-V/def2-TZVPD", "de_lowest_kcal_mol": 113.5, "max_force_ev_per_a": 1.12, "homo_lumo_gap_ev": 10.51, "elements": ["O", "C", "C", "C", "C", "N", "H", "H", "H", "H", "H", "H", "H"], "xyz": [[0.464, -1.891, 0.156], [-0.406, -1.137, -0.493], [-0.897, 0.131, 0.183], [0.224, 0.821, 0.963], [1.241, 1.377, 0.063], [2.025, 1.791, -0.681], [0.760, -1.184, -1.035], [-1.184, -1.627, -1.108], [0.280, -0.576, -1.604], [-1.657, -0.212, 0.897], [-1.382, 0.803, -0.534], [0.705, 0.078, 1.607], [-0.172, 1.626, 1.588]]}

=====

2.
{"formula": "C31H54BrF2N2O9P2S2", "method": "ωB97M-V/def2-TZVPD", "max_force_ev_per_a": 2.89, "homo_lumo_gap_ev": 7.69, "charge": 1, "elements": ["C", "C", "C", "C", "C", "Br", "C", "C", "N", "C", "C", "C", "C", "C", "C", "C", "O", "C", "C", "O", "C", "C", "C", "C", "C", "F", "C", "C", "C", "F", "N", "C", "O", "C", "C", "O", "P", "P", "O", "O", "O", "H", "H", "H", "H", "H", "H", "H", "H", "H", "H", "H", "H", "H", "H", "H", "H", "H", "H", "H", "H", "H", "H", "H", "H", "H", "H", "H", "H", "H", "H", "H", "H", "H", "H", "H", "H", "H", "H", "H", "H", "H", "H", "C", "S", "O", "C", "H", "H", "H", "H", "H", "H", "C", "S", "O", "C", "H", "H", "H", "H", "H", "H"], "xyz": [[0.963, 5.335, 2.071], [0.311, 4.340, 1.929], [-0.464, 3.102, 1.750], [-0.250, 2.503, 0.345], [0.247, 1.052, 0.389], [-0.948, 0.020, 1.631], [1.669, 1.141, 1.020], [1.980, 0.144, 2.113], [2.181, 0.574, 3.285], [0.175, 0.297, -0.979], [1.213, -0.822, -1.151], [0.788, -2.142, -0.441], [0.874, -3.322, -1.429], [0.489, -4.645, -0.728], [-0.998, -5.037, -0.942], [-1.760, -4.818, 0.368], [-3.186, -4.708, 0.155], [-3.607, -3.421, 0.316], [-4.362, -3.175, 1.600], [-3.385, -2.560, -0.486], [0.050, 1.232, -2.241], [1.492, 1.776, -2.541], [2.263, 0.967, -3.501], [2.741, 0.263, -4.345], [-0.460, 0.370, -3.420], [-1.689, -0.173, -3.119], [-0.523, 1.052, -4.787], [-0.559, -0.028, -5.902], [-0.887, 2.443, -2.034], [-1.982, 2.496, -2.819], [-1.392, 2.717, -0.619], [-2.703, 2.069, -0.269], [-2.847, 0.805, -0.826], [-4.107, 0.598, -1.413], [-5.233, 0.192, -0.491], [-4.276, 0.754, -2.574], [-1.820, 4.528, -0.743], [-3.112, 5.173, 0.880], [-2.419, 6.049, 1.839], [-4.229, 5.990, 0.053], [-3.891, 3.983, 1.637], [1.732, 6.046, 2.253], [-1.508, 3.219, 2.034], [-0.044, 2.410, 2.482], [0.587, 3.065, -0.081], [1.825, 2.098, 1.522], [2.445, 1.078, 0.259], [2.079, -0.920, 1.895], [2.391, -0.219, 3.899], [-0.778, -0.233, -0.967], [1.345, -1.104, -2.191], [2.222, -0.600, -0.788], [-0.253, -2.106, -0.126], [1.460, -2.382, 0.382], [1.894, -3.436, -1.801], [0.185, -3.126, -2.252], [0.701, -4.573, 0.342], [1.117, -5.448, -1.116], [-1.415, -4.412, -1.730], [-1.071, -6.072, -1.271], [-1.554, -5.654, 1.033], [-1.407, -3.880, 0.802], [-5.304, -3.720, 1.615], [-4.578, -2.110, 1.658], [-3.750, -3.442, 2.460], [2.055, 1.798, -1.606], [1.490, 2.797, -2.932], [3.121, -0.378, -5.104], [0.195, -0.488, -3.544], [0.301, 1.743, -4.948], [-1.443, 1.622, -4.898], [-0.549, -1.038, -5.496], [-1.488, 0.064, -6.464], [0.242, 0.110, -6.627], [-0.310, 3.342, -2.284], [-3.504, 2.718, -0.645], [-2.819, 2.014, 0.811], [-5.337, 0.898, 0.336], [-5.076, -0.824, -0.136], [-6.147, 0.223, -1.074], [-0.578, 5.100, -0.390], [-4.964, 6.167, 0.658], [-4.051, 4.240, 2.557], [5.745, 0.342, -2.473], [4.897, -0.608, -1.208], [4.319, 0.376, -0.244], [6.381, -1.274, -0.451], [4.997, 0.884, -3.045], [6.432, 1.043, -1.999], [6.286, -0.338, -3.131], [7.022, -0.457, -0.123], [6.901, -1.903, -1.173], [6.082, -1.874, 0.406], [0.698, -0.709, 7.205], [2.401, -1.256, 7.034], [2.738, -1.169, 5.586], [2.088, -2.987, 7.395], [0.665, 0.354, 6.975], [0.065, -1.259, 6.508], [0.368, -0.872, 8.231], [1.362, -3.385, 6.686], [1.718, -3.082, 8.416], [3.029, -3.524, 7.298]]}

=====

3.
{"formula": "C12H41AgB2N3O3", "method": "ωB97M-V/def2-TZVPD", "de_lowest_kcal_mol": 109.3, "max_force_ev_per_a": 4.88, "homo_lumo_gap_ev": 6.28, "charge": -1, "elements": ["Ag", "B", "H", "H", "H", "H", "B", "H", "H", "H", "H", "C", "C", "C", "O", "C", "N", "H", "H", "H", "H", "H", "H", "H", "H", "H", "H", "H", "C", "C", "C", "O", "C", "N", "H", "H", "H", "H", "H", "H", "H", "H", "H", "H", "H", "C", "C", "C", "O", "C", "N", "H", "H", "H", "H", "H", "H", "H", "H", "H", "H", "H"], "xyz": [[0.082, -0.500, -1.023], [1.722, -1.667, -3.000], [2.358, -1.279, -3.781], [0.859, -1.040, -2.837], [1.504, -2.689, -3.268], [2.358, -1.615, -2.131], [0.492, -3.827, -0.836], [1.042, -4.011, 0.074], [0.586, -2.782, -1.085], [0.839, -4.447, -1.649], [-0.556, -4.034, -0.681], [-1.999, -1.855, 2.526], [-0.448, -1.982, 2.703], [-0.056, -3.357, 3.374], [1.160, -3.383, 4.072], [2.424, -3.391, 3.367], [0.114, -1.713, 1.428], [-2.623, -1.902, 3.418], [-2.309, -2.571, 1.765], [-2.216, -0.844, 2.183], [0.006, -1.275, 3.397], [0.091, -4.147, 2.638], [-0.885, -3.652, 4.017], [2.337, -3.770, 2.348], [3.146, -4.064, 3.830], [2.996, -2.464, 3.359], [0.109, -2.580, 0.911], [1.118, -1.617, 1.485], [-3.448, 1.459, -1.244], [-3.093, 0.265, -1.961], [-2.172, 0.434, -3.251], [-0.898, 0.952, -2.889], [-0.298, 1.579, -3.987], [-2.331, -0.561, -1.014], [-4.200, 1.255, -0.482], [-3.884, 2.175, -1.940], [-2.545, 1.862, -0.786], [-4.029, -0.230, -2.217], [-2.573, 1.022, -4.076], [-1.964, -0.561, -3.645], [-0.362, 1.105, -4.967], [0.769, 1.657, -3.780], [-0.622, 2.618, -4.042], [-2.750, -0.349, -0.120], [-2.674, -1.497, -1.176], [2.972, 2.761, 1.535], [1.493, 2.654, 0.931], [1.072, 3.864, 0.038], [0.959, 5.100, 0.733], [-0.286, 5.389, 1.369], [1.544, 1.430, 0.129], [3.066, 3.651, 2.158], [3.683, 3.002, 0.745], [3.388, 2.038, 2.237], [0.760, 2.700, 1.736], [0.193, 3.633, -0.564], [1.803, 4.093, -0.738], [-0.456, 6.268, 1.990], [-0.606, 4.635, 2.088], [-1.006, 5.445, 0.553], [2.066, 1.693, -0.695], [2.176, 0.918, 0.728]]}

=====

4.
{"formula": "C37H59BrF2N3O10PS", "method": "ωB97M-V/def2-TZVPD", "de_lowest_kcal_mol": 0.0, "max_force_ev_per_a": 2.23, "homo_lumo_gap_ev": 8.30, "elements": ["C", "C", "C", "F", "C", "C", "P", "O", "O", "O", "C", "N", "C", "S", "C", "N", "C", "F", "C", "C", "Br", "C", "C", "N", "C", "C", "C", "H", "H", "H", "H", "H", "H", "H", "H", "H", "H", "H", "H", "H", "H", "H", "H", "H", "C", "C", "O", "C", "H", "H", "H", "H", "H", "H", "C", "C", "O", "C", "H", "H", "H", "H", "H", "H", "C", "C", "O", "C", "H", "H", "H", "H", "H", "H", "C", "C", "O", "C", "H", "H", "H", "H", "H", "H", "C", "C", "O", "C", "H", "H", "H", "H", "H", "H", "C", "C", "O", "C", "H", "H", "H", "H", "H", "H", "C", "C", "O", "C", "H", "H", "H", "H", "H", "H"], "xyz": [[-3.191, -3.355, 4.380], [-2.638, -2.713, 3.064], [-1.138, -3.135, 2.916], [-0.323, -2.192, 3.571], [-0.702, -3.357, 1.460], [-0.802, -4.727, 0.926], [-1.482, -6.109, 1.936], [-0.676, -6.384, 3.122], [-3.008, -5.624, 2.316], [-1.677, -7.465, 1.068], [-0.361, -4.924, -0.366], [-0.389, -6.253, -0.955], [0.709, -6.788, -0.959], [2.044, -7.598, -0.873], [0.159, -3.863, -1.179], [0.599, -4.195, -2.436], [1.073, -3.192, -3.086], [1.519, -3.439, -4.321], [1.112, -1.838, -2.577], [1.704, -0.734, -3.469], [3.599, -1.203, -3.798], [0.861, -0.531, -4.749], [1.683, 0.289, -5.801], [0.705, -1.482, -1.385], [0.221, -2.556, -0.679], [-0.233, -2.329, 0.679], [-0.172, -0.893, 1.204], [-4.296, -3.409, 4.344], [-2.860, -4.403, 4.491], [-2.843, -2.823, 5.280], [-3.180, -3.136, 2.209], [-2.747, -1.626, 3.173], [-1.027, -4.050, 3.522], [-3.459, -5.511, 1.460], [-2.630, -7.633, 0.990], [1.682, 0.208, -2.906], [0.578, -1.471, -5.246], [-0.074, 0.022, -4.538], [2.331, -0.429, -6.327], [1.048, 0.786, -6.542], [2.348, 0.970, -5.253], [0.787, -0.660, 1.690], [-0.275, -0.176, 0.372], [-0.996, -0.670, 1.893], [5.376, -2.759, -7.823], [5.339, -1.282, -7.518], [4.296, -0.668, -7.501], [6.653, -0.600, -7.234], [4.363, -3.115, -8.006], [5.977, -2.941, -8.715], [5.791, -3.305, -6.975], [7.312, -0.684, -8.099], [7.125, -1.050, -6.359], [6.476, 0.452, -7.032], [0.711, 2.087, 4.110], [-0.730, 1.726, 3.847], [-1.147, 1.573, 2.719], [-1.630, 1.563, 5.039], [1.242, 2.172, 3.162], [0.764, 3.044, 4.632], [1.185, 1.309, 4.711], [-1.678, 2.498, 5.598], [-1.257, 0.760, 5.680], [-2.628, 1.305, 4.703], [-5.487, 0.587, 8.097], [-5.081, 0.422, 6.653], [-4.327, 1.201, 6.117], [-5.654, -0.755, 5.904], [-5.002, 1.470, 8.509], [-6.569, 0.714, 8.168], [-5.177, -0.286, 8.674], [-6.744, -0.686, 5.879], [-5.351, -1.687, 6.384], [-5.279, -0.750, 4.881], [7.055, 3.493, -6.084], [8.289, 2.643, -5.906], [8.501, 1.684, -6.613], [9.246, 3.038, -4.809], [6.458, 3.097, -6.904], [6.455, 3.475, -5.173], [7.341, 4.519, -6.322], [8.742, 3.001, -3.842], [9.627, 4.045, -4.991], [10.085, 2.344, -4.794], [-3.602, -0.253, -0.776], [-4.518, -0.180, 0.422], [-4.131, -0.482, 1.526], [-5.933, 0.285, 0.183], [-2.620, -0.601, -0.458], [-4.003, -0.954, -1.510], [-3.496, 0.736, -1.225], [-6.437, -0.392, -0.510], [-5.929, 1.298, -0.224], [-6.476, 0.289, 1.127], [-2.187, 5.899, 7.363], [-0.944, 5.057, 7.501], [-0.741, 4.110, 6.775], [0.037, 5.444, 8.580], [-2.799, 5.509, 6.552], [-2.765, 5.864, 8.288], [-1.915, 6.931, 7.133], [-0.444, 5.390, 9.557], [0.406, 6.456, 8.402], [0.880, 4.756, 8.565], [-0.082, 5.260, -5.288], [-0.209, 3.782, -5.011], [0.677, 3.009, -5.293], [-1.489, 3.310, -4.366], [0.883, 5.457, -5.751], [-0.871, 5.580, -5.970], [-0.146, 5.821, -4.355], [-2.340, 3.546, -5.008], [-1.615, 3.787, -3.392], [-1.445, 2.231, -4.224]]}

=====

5.
{"formula": "CH8N2O", "method": "ωB97M-V/def2-TZVPD", "de_lowest_kcal_mol": 12.7, "max_force_ev_per_a": 1.74, "smiles": "NCN.O", "homo_lumo_gap_ev": 10.04, "elements": ["N", "C", "N", "H", "H", "H", "H", "H", "H", "O", "H", "H"], "xyz": [[0.923, -2.751, 0.620], [1.298, -1.795, 1.618], [0.369, -0.711, 1.939], [0.314, -3.554, 0.744], [0.558, -2.338, -0.233], [1.618, -2.256, 2.540], [2.272, -1.381, 1.247], [0.060, -0.376, 1.039], [-0.347, -1.011, 2.599], [-2.567, 5.743, -4.057], [-2.879, 4.860, -3.828], [-1.619, 5.571, -4.228]]}

=====

6.
{"formula": "Br2Hf", "method": "ωB97M-V/def2-TZVPD", "de_lowest_kcal_mol": 52.2, "max_force_ev_per_a": 2.07, "homo_lumo_gap_ev": 5.52, "charge": 2, "elements": ["Hf", "Br", "Br"], "xyz": [[-1.534, -0.252, -0.535], [0.666, -0.030, 1.545], [0.868, 0.282, -1.010]]}

=====

7.
{"formula": "C11H5N2O5Sn", "method": "ωB97M-V/def2-TZVPD", "de_lowest_kcal_mol": 0.0, "max_force_ev_per_a": 7.64, "homo_lumo_gap_ev": [6.25, 6.25], "charge": 1, "elements": ["O", "C", "Sn", "O", "C", "C", "O", "C", "O", "C", "O", "H", "N", "C", "C", "C", "C", "C", "N", "C", "H", "H", "H", "H"], "xyz": [[0.919, 4.850, 0.040], [0.704, 3.754, -0.232], [-0.106, -0.361, -0.125], [-2.261, 0.802, 2.609], [-1.503, 0.583, 1.787], [-0.684, -2.593, 0.088], [-0.246, -3.680, -0.046], [1.557, -0.997, -1.534], [1.914, -1.825, -2.312], [-1.869, 0.280, -2.015], [-2.720, 0.447, -2.741], [2.040, 0.061, -1.225], [-0.248, -1.921, 6.146], [0.393, -1.473, 5.280], [1.127, -0.868, 4.173], [2.207, 0.007, 4.385], [2.834, 0.591, 3.300], [2.317, 0.363, 2.024], [1.178, -0.353, 1.845], [0.646, -1.043, 2.881], [2.515, 0.191, 5.406], [3.719, 1.226, 3.415], [2.829, 0.736, 1.131], [-0.184, -1.727, 2.642]]}

=====

8.
{"formula": "C8H18ClIO3PSm", "method": "ωB97M-V/def2-TZVPD", "de_lowest_kcal_mol": 8.8, "multiplicity": 6, "max_force_ev_per_a": 5.11, "homo_lumo_gap_ev": [7.18, 8.20], "charge": 2, "elements": ["C", "C", "H", "H", "H", "O", "I", "Sm", "P", "C", "C", "H", "H", "H", "C", "H", "H", "H", "H", "H", "H", "C", "O", "Cl", "C", "C", "O", "H", "H", "H", "H", "H", "H"], "xyz": [[-4.239, 2.640, -4.804], [-4.046, 1.524, -3.812], [-5.080, 2.351, -5.455], [-3.355, 2.790, -5.426], [-4.492, 3.578, -4.307], [-4.649, 0.507, -3.709], [-2.295, 1.582, -2.044], [-0.853, 0.583, 0.602], [0.993, -1.202, -0.412], [1.397, -2.985, -0.421], [0.669, -0.902, -2.180], [2.679, 0.536, -0.345], [3.282, -0.983, -1.070], [3.112, -0.822, 0.699], [2.687, -0.547, -0.266], [0.533, 0.158, -2.375], [1.530, -1.281, -2.731], [2.152, -3.187, -1.204], [0.497, -3.588, -0.612], [-0.232, -1.420, -2.501], [1.799, -3.282, 0.561], [-1.023, -1.945, 1.661], [-0.884, -2.978, 2.157], [0.512, 2.546, 0.136], [1.571, 0.877, 4.913], [0.354, 0.533, 4.038], [0.631, 0.773, 2.613], [2.278, 0.041, 4.938], [1.178, 1.021, 5.917], [2.096, 1.803, 4.620], [0.097, -0.536, 4.088], [-0.510, 1.141, 4.237], [1.613, 0.674, 2.494]]}